Molecular formula: C4H7N2S
Method: DFT, ωB97M-V/def2-TZVPD

Each line ends with the Löwdin charge.
Element x y z (Å)
C  0.166437  -0.094752  0.110479  -0.12
C  -0.378004  -0.556825  -1.067034  -0.71
C  0.611695  -1.123863  -2.029649  -0.11
C  -0.140658  1.035826  2.154183  0.03
N  -1.752537  1.117748  0.582856  0.29
N  -0.673827  0.636385  0.847722  -0.31
S  -1.869024  -0.150974  -1.693385  1.05
H  1.134217  -0.544576  0.441721  0.17
H  1.627496  -1.207163  -1.496275  0.11
H  0.439984  -2.212038  -2.347672  0.12
H  0.695945  -0.437614  -2.918610  0.11
H  -0.849455  1.637647  2.718416  0.11
H  0.290341  0.215242  2.786615  0.14
H  0.697390  1.684956  1.910635  0.12

Atoms 1-3, force components in eV/Å:
0.7 -2.7 -1.8
0.8 0.6 -1.1
2.2 -1.9 -0.4

Results
max |F|	3.8	eV/A
total charge	+1
HOMO-LUMO gap (alpha / beta)	6.861 / 6.869	eV
LUMO level (alpha / beta)	-7.503 / -7.500	eV

Molecular formula: C52H45N8P2Tl
Method: DFT, ωB97M-V/def2-TZVPD

Each line ends with the Löwdin charge.
Element x y z (Å)
Tl  0.060492  -1.919769  0.415390  0.71
C  4.061801  -2.590314  -3.184897  0.01
C  2.988476  -3.033143  -2.381532  -0.11
N  2.880414  -2.757108  -1.112399  0.11
C  3.820438  -1.991514  -0.523477  -0.16
C  4.878906  -1.406797  -1.231127  -0.13
C  4.965384  -1.704518  -2.627901  0.04
C  5.714628  -0.408687  -0.687127  0.06
C  5.526212  0.022452  0.596587  -0.02
C  4.594488  -0.603453  1.380683  0.03
C  3.790906  -1.651509  0.874582  -0.19
N  2.903821  -2.330381  1.623940  0.19
C  2.958728  -2.521189  2.974946  -0.18
C  4.187256  -2.469269  3.716656  0.06
C  4.126681  -2.529724  5.132136  -0.01
C  2.939186  -2.991263  5.709951  0.05
C  1.767388  -3.288484  4.976469  -0.14
C  0.561088  -3.842966  5.523245  0.04
C  -0.583927  -3.725048  4.812990  -0.03
C  -0.520238  -3.162877  3.572279  -0.16
N  0.556409  -2.763431  2.954923  0.02
C  1.718307  -2.879331  3.664450  -0.18
H  4.217908  -2.865200  -4.184118  0.10
H  2.173790  -3.585166  -2.842693  0.11
H  5.787924  -1.288136  -3.213902  0.13
H  6.442194  0.101445  -1.317386  0.14
H  6.058916  0.875548  0.948388  0.12
H  4.354317  -0.226771  2.358761  0.10
H  5.196616  -2.338150  3.304599  0.13
H  5.009051  -2.353491  5.763814  0.13
H  2.918198  -3.227601  6.762696  0.13
H  0.591148  -4.358946  6.458075  0.13
H  -1.529447  -4.160819  5.195747  0.14
H  -1.446237  -3.030847  2.996862  0.12
C  -2.641124  0.167415  -1.207578  -0.37
N  -2.203474  1.130991  -2.138491  -0.16
C  -0.848821  1.633890  -2.067794  -0.33
P  0.608274  0.404860  -2.109587  1.04
C  1.699784  1.897956  -2.401154  -0.38
C  2.511060  2.155555  -3.507626  -0.09
C  3.145343  3.399078  -3.547349  -0.08
C  3.062031  4.341905  -2.506835  -0.08
C  2.364581  4.018286  -1.354340  -0.07
C  1.621684  2.840303  -1.338205  -0.12
C  0.349882  -0.361371  -3.772343  -0.37
C  0.121053  0.329706  -4.981256  -0.09
C  -0.238298  -0.366449  -6.119914  -0.06
C  -0.168777  -1.768574  -6.102420  -0.06
C  0.114295  -2.470152  -4.928643  -0.08
C  0.318371  -1.746748  -3.764069  -0.16
C  -2.699434  1.110442  -3.487264  -0.24
C  -2.643105  2.258244  -4.283767  -0.03
C  -3.174899  2.236849  -5.566811  -0.07
C  -3.841043  1.127297  -6.030111  -0.10
C  -3.938925  0.031787  -5.213245  -0.08
C  -3.367772  -0.009572  -3.939892  -0.02
P  -2.017100  0.308281  0.547310  0.94
C  -3.422705  -0.610259  1.310003  -0.36
C  -3.844396  -0.363538  2.610710  -0.11
C  -4.974091  -0.983766  3.122682  -0.07
C  -5.657186  -1.896306  2.325726  -0.07
C  -5.276739  -2.171572  1.014131  -0.05
C  -4.151177  -1.533207  0.507667  -0.09
C  -2.150700  1.967164  1.205581  -0.39
C  -3.352563  2.697457  1.330094  -0.07
C  -3.418179  3.928283  1.980891  -0.06
C  -2.247608  4.491092  2.484182  -0.07
C  -1.025369  3.857363  2.303145  -0.08
C  -1.015237  2.590473  1.713601  -0.14
H  -2.223763  -0.835055  -1.486700  0.07
H  -3.715148  0.082199  -1.170151  0.09
H  -0.745018  2.285316  -1.240494  0.05
H  -0.610339  2.331535  -2.855269  0.08
H  2.615584  1.452479  -4.373605  0.12
H  3.726195  3.705947  -4.421130  0.11
H  3.545665  5.287262  -2.631552  0.10
H  2.211496  4.770093  -0.568212  0.11
H  0.990994  2.636891  -0.501583  0.06
H  0.116804  1.409023  -4.928787  0.10
H  -0.600830  0.169073  -6.985276  0.11
H  -0.390151  -2.335663  -7.022215  0.12
H  0.090522  -3.560521  -4.956534  0.11
H  0.473473  -2.302706  -2.840318  0.05
H  -2.244166  3.174429  -3.855994  0.12
H  -3.132718  3.161201  -6.130412  0.11
H  -4.298432  1.044973  -6.999439  0.11
H  -4.578304  -0.789056  -5.581024  0.12
H  -3.512212  -0.882213  -3.340275  0.10
H  -3.333816  0.304665  3.261433  0.08
H  -5.290888  -0.821639  4.153196  0.11
H  -6.520153  -2.350031  2.758704  0.10
H  -5.867659  -2.842604  0.406892  0.11
H  -3.824567  -1.738263  -0.486216  0.08
H  -4.249239  2.297720  0.838633  0.12
H  -4.360112  4.481290  2.008773  0.12
H  -2.301376  5.429125  3.026112  0.11
H  -0.099682  4.344424  2.622437  0.11
H  -0.059371  2.108697  1.578507  0.08
N  -0.007874  2.178673  5.436101  0.19
C  -0.580268  0.956773  5.214973  -0.49
N  -1.627077  0.637962  5.991477  0.18
N  -0.241485  0.073036  4.299174  0.12
C  0.937183  0.162799  3.702098  -0.38
N  1.929883  0.229193  3.128356  0.18
H  -0.022512  2.563075  6.369981  0.12
H  0.868346  2.354899  4.937418  0.11
H  -2.157407  1.371652  6.394282  0.11
H  -2.180438  -0.183356  5.748001  0.12

Atoms 1-3, force components in eV/Å:
0.2 -0.1 -0.4
0.7 1.2 1.5
0.4 0.0 -0.8

Results
max |F|	2.7	eV/A
total charge	+2
HOMO-LUMO gap (alpha / beta)	3.487 / 3.489	eV
LUMO level (alpha / beta)	-7.913 / -7.910	eV

Molecular formula: C17H22MnN8O5S
Method: DFT, ωB97M-V/def2-TZVPD

Each line ends with the Mulliken spin population.
Element x y z (Å)
Mn  0.603362  -0.135679  0.758514  0.89
N  0.105315  -1.552103  2.261468  -0.01
C  -1.201319  -2.238845  2.062199  0.00
C  -1.231206  -2.981954  0.736585  0.00
C  -1.295658  -2.005566  -0.406800  0.00
O  -2.133032  -1.995564  -1.263152  -0.01
O  -0.290220  -1.107399  -0.425986  -0.05
H  0.801706  -2.253242  2.493044  0.00
H  0.023327  -0.970439  3.091412  0.00
H  -1.981948  -1.479615  2.090286  0.00
H  -1.374416  -2.930496  2.886537  0.00
H  -2.095923  -3.639015  0.681534  0.00
H  -0.332175  -3.596671  0.630626  0.00
C  0.722229  3.091232  -3.260353  0.00
N  1.379194  1.791109  -3.141409  0.00
C  1.975937  1.097898  -4.173607  0.00
C  2.452329  -0.047237  -3.667127  0.00
N  2.143222  -0.065699  -2.299605  0.01
C  1.476129  1.086563  -2.008614  0.00
S  0.823592  1.672863  -0.548537  -0.02
C  2.606273  -1.076477  -1.409365  0.00
C  3.419758  -2.081427  -1.921807  0.00
C  3.988287  -3.005248  -1.070088  0.00
C  3.753447  -2.892331  0.291196  0.00
C  2.899340  -1.902196  0.710011  0.01
N  2.292166  -1.021469  -0.110909  -0.02
H  0.880918  3.457688  -4.269614  0.00
H  1.156697  3.789530  -2.548640  0.00
H  -0.343926  2.984430  -3.070240  0.00
H  2.010731  1.482484  -5.177470  0.00
H  2.991125  -0.823679  -4.169291  0.00
H  3.628219  -2.151601  -2.974602  0.00
H  4.623530  -3.785243  -1.466997  0.00
H  4.208533  -3.556476  1.011097  0.00
H  2.692677  -1.781415  1.760501  0.00
O  2.291176  -0.551212  3.627043  0.03
N  2.440154  0.500971  3.099293  0.09
O  1.983819  0.783496  1.962645  0.09
C  -1.654335  3.125107  2.936834  0.00
N  -2.416266  2.360895  1.941783  0.00
C  -3.669249  2.746258  1.561423  0.00
C  -4.366034  2.072534  0.623551  0.00
C  -3.735228  0.929499  0.049904  0.00
N  -2.511693  0.555805  0.444656  0.00
C  -1.868140  1.260724  1.347076  0.00
O  -0.688878  0.919179  1.734245  -0.01
N  -4.312141  0.186080  -0.883670  0.00
H  -2.335458  3.799560  3.446840  0.00
H  -0.865911  3.697029  2.451250  0.00
H  -1.211901  2.445872  3.658758  0.00
H  -4.061354  3.621877  2.059041  0.00
H  -5.355607  2.390218  0.333053  0.00
H  -5.238748  0.385216  -1.218624  0.00
H  -3.802428  -0.605823  -1.255898  0.00

Atoms 1-3, force components in eV/Å:
0.0 0.6 0.0
-0.1 0.1 -0.1
0.0 0.1 0.0

Results
max |F|	2.1	eV/A
total charge	+2
HOMO-LUMO gap (alpha / beta)	6.087 / 5.887	eV
2S+1	2
LUMO level (alpha / beta)	-8.582 / -8.541	eV

Molecular formula: C8H17N3OP
Method: DFT, ωB97M-V/def2-TZVPD

Each line ends with the Löwdin charge.
Element x y z (Å)
C  -0.676414  0.135090  -1.764285  -0.42
C  -0.901242  0.271674  0.777698  -0.08
C  1.393131  0.002586  -0.127209  -0.10
C  -0.988198  -1.231042  1.016594  -0.08
C  1.180764  -1.511304  -0.044404  -0.12
C  -0.613054  2.492097  -1.751569  -0.26
C  0.056585  0.606981  -0.436828  -0.32
C  0.413822  -3.120039  1.535014  -0.04
N  -0.958380  1.237730  -2.423927  0.15
N  0.226720  2.152658  -0.682170  -0.35
N  0.385265  -1.747358  1.166974  -0.19
O  -0.910346  -1.015913  -2.089069  0.06
P  0.433325  3.189920  0.688828  0.88
H  -1.792411  0.671882  0.563573  0.09
H  -0.575196  0.635022  1.760595  0.12
H  1.680982  0.369022  0.877950  0.12
H  2.046461  0.380092  -0.882130  0.13
H  -1.581412  -1.533811  1.831703  0.12
H  -1.283918  -1.826853  0.039921  0.18
H  0.939356  -1.869379  -1.093233  0.17
H  2.118521  -1.977858  0.153705  0.12
H  -0.235965  3.353811  -2.411858  0.15
H  -1.511895  3.088517  -1.388028  0.12
H  -0.079256  -3.798502  0.817175  0.12
H  1.525407  -3.531374  1.618454  0.15
H  0.100607  -3.363852  2.660434  0.16
H  -1.508237  1.216740  -3.254869  0.16
H  0.935331  -1.184883  1.826851  0.19
H  -0.789014  3.731752  1.026178  -0.11
H  0.968660  4.176594  -0.012069  -0.12

Atoms 1-3, force components in eV/Å:
1.3 -0.3 1.3
3.2 -1.7 0.2
-1.0 -0.2 0.4

Results
max |F|	6.1	eV/A
total charge	+1
HOMO-LUMO gap	9.635	eV
LUMO level	-2.769	eV
SMILES	C[N@H+]1CC[C@]2(CC1)C(=O)NCN2P